124
Properties=species:S:1:pos:R:3 method="wB97M-V/def2-TZVPD" gap_ha=0.1086 total_charge=0 e_above_lowest_kcal_mol=0.0 largest_force_ev_per_a=6.8 energy_ha=-8795.45891 spin_multiplicity=1
I 2.073 3.999 -3.061
In 0.933 1.013 -0.710
S -3.599 0.757 -0.708
S 1.847 -1.998 -4.160
S 1.808 -3.349 0.274
S -1.824 4.548 -0.957
S -1.764 -2.875 -2.247
S -1.024 0.648 -4.545
S -1.794 -1.751 2.019
S 2.161 -0.341 3.770
S -1.671 2.344 2.762
S 5.031 -1.236 -1.549
O -1.305 2.280 4.348
O 4.171 5.372 4.193
O -4.333 -0.689 -0.353
O 6.654 -0.899 -2.064
O 2.599 -1.860 -5.453
O 1.755 -1.963 -0.216
O -1.078 3.953 2.706
O -4.112 1.255 -1.979
O -3.124 2.466 2.464
O 6.407 3.322 3.548
O -3.080 -0.771 2.338
O -1.257 -1.390 3.579
O -0.878 3.478 -0.793
O 1.710 1.000 4.466
O -2.182 -3.148 1.914
O 2.598 -4.258 -0.595
O -1.442 -4.414 -2.027
O 4.167 -0.046 -1.551
O 4.721 -2.176 -2.823
O 0.335 -2.721 -4.464
O 1.671 -0.404 2.411
O 2.266 -3.460 1.832
O -3.147 4.135 -1.953
O 2.332 -3.427 -3.436
O 1.680 -0.861 -3.271
O 1.953 -1.417 4.761
O -0.213 -0.131 -5.492
O 5.118 -2.080 -0.360
O 1.547 3.184 1.021
O -1.586 2.026 -5.206
O -2.991 -2.878 -1.155
O -2.251 5.302 0.238
O -2.577 0.058 -4.624
O -4.486 1.452 0.528
O -2.386 -2.697 -3.545
O -2.126 0.692 -0.535
O -0.756 1.561 1.905
O -0.824 -1.201 1.040
O 3.752 0.106 3.879
O -0.750 0.790 -3.110
O -0.815 -1.844 -1.827
O 3.564 1.562 0.331
O 0.340 -3.939 0.653
O -1.245 5.610 -2.125
C 0.571 -4.067 -4.860
C -1.189 4.640 3.888
C 5.244 3.515 2.918
C 6.973 -1.826 -3.112
C -3.501 0.889 -5.273
C -3.470 -4.172 -1.077
C 3.799 2.431 1.165
C 5.862 -2.886 -3.211
C -3.499 5.250 -2.732
C -2.316 -1.394 4.474
C -5.671 0.819 0.851
C -2.186 -5.025 -1.068
C 5.074 2.589 1.864
C -2.945 2.302 -5.064
C 0.368 -4.583 1.887
C -3.581 -0.964 3.637
C 1.574 -4.624 -3.835
C -5.530 -0.669 0.454
C 2.913 4.478 2.678
C -2.112 5.648 -3.215
C 1.792 -4.657 2.358
C 4.025 0.898 4.995
C 2.670 1.386 5.452
C 2.657 3.404 1.607
C 4.113 4.478 3.296
C -0.972 3.569 4.911
H 1.823 -4.678 3.447
H -2.153 -0.657 5.260
H 7.011 -1.233 -4.026
H -1.535 3.765 5.824
H 5.812 1.871 1.540
H 5.919 -3.720 -2.511
H 2.539 2.455 5.623
H -1.727 -5.203 -0.095
H -2.165 6.678 -3.566
H -2.993 2.647 -4.031
H -4.307 -1.776 3.687
H -0.068 -5.582 1.878
H 2.186 5.260 2.836
H -5.365 -1.172 1.407
H -1.533 5.162 -4.000
H -3.445 2.976 -5.760
H 0.086 3.602 5.173
H -3.453 0.593 -6.321
H -6.508 1.319 0.364
H 7.973 -2.260 -3.101
H -4.085 5.980 -2.175
H -0.368 -4.620 -4.882
H 4.731 1.707 4.808
H 1.035 -5.050 -2.989
H 2.276 -5.448 1.785
H -4.112 -4.213 -0.197
H 4.504 0.363 5.815
H -2.560 -2.363 4.910
H 2.500 0.896 6.411
H -4.089 -0.058 3.966
H 2.073 -5.395 -4.422
H -6.322 -1.176 -0.098
H -0.196 -4.086 2.676
H -0.532 5.508 3.942
H -2.321 -6.009 -1.517
H -4.471 0.710 -4.809
H -4.022 4.828 -3.590
H -5.978 1.172 1.835
H -3.901 -4.427 -2.045
H -2.260 4.842 3.874
H 1.164 -4.148 -5.771
H 5.596 -3.175 -4.228